This record from the OMol25 dataset describes a molecular structure, C9H31O6 at a distorted geometry. The level of theory is ωB97M-V with the def2-TZVPD basis set.

Spin multiplicity ... 1
Frontier orbital gap ... 10.99 eV
Net charge ... +1

CARTESIAN COORDINATES (ANGSTROEM)
O: -0.84300 -1.09352 0.47252
H: 0.09800 -1.08552 0.52852
H: -1.11800 -1.41152 -0.43648
H: -1.13000 -0.04752 0.49752
C: -0.11900 0.87948 3.88052
O: 0.31100 0.28948 2.60052
H: -1.04500 0.79848 3.85352
H: 0.07700 1.89048 4.20952
H: 0.20900 0.02048 4.92352
H: 0.71200 0.94048 2.07552
C: 1.47600 -2.94452 2.06452
O: 1.81800 -2.00852 1.05352
H: 1.28500 -2.28052 2.96852
H: 2.32500 -3.51952 2.22652
H: 0.64200 -3.55052 2.01952
H: 2.66900 -2.24352 0.53852
C: 1.87000 1.15748 -1.52148
O: 1.65000 0.66948 -0.21348
H: 2.91400 1.83248 -1.39848
H: 0.95100 1.68848 -1.92948
H: 2.00800 0.57348 -2.39648
H: 2.41200 1.01748 0.33952
C: -1.22600 3.55148 -0.25648
C: -1.40500 2.35248 0.84452
C: -2.42800 2.63748 1.99152
O: -1.84800 1.22048 0.04052
H: -0.94100 4.50548 0.63452
H: -2.17100 3.82848 -0.63048
H: -0.44700 3.15548 -0.91548
H: -0.30900 2.21548 0.95252
H: -2.59500 1.79948 2.51552
H: -3.49900 2.98748 1.54452
H: -1.75800 3.41648 2.55752
H: -2.56600 1.52048 -0.42048
C: -0.40600 -0.92452 -3.25848
C: -0.22100 -2.28552 -2.96048
C: 1.31200 -2.64152 -2.73248
O: -0.98800 -2.74252 -1.86048
H: 0.34900 -0.74452 -4.09448
H: -0.20800 -0.34352 -2.40248
H: -1.32900 -0.50452 -3.52948
H: -0.58100 -2.65852 -3.84348
H: 1.95500 -2.18752 -2.11648
H: 1.70600 -2.45152 -3.72248
H: 1.56000 -3.67952 -2.57248
H: -1.12800 -3.59952 -2.12148

***

This record from the OMol25 dataset describes a molecular structure, C3H3FN2S at a distorted geometry. The level of theory is ωB97M-V with the def2-TZVPD basis set.

Spin multiplicity ... 1
Frontier orbital gap ... 8.61 eV
Net charge ... 0

CARTESIAN COORDINATES (ANGSTROEM)
C: 0.54672 -1.36828 0.01743
C: 1.39414 0.61350 -0.10678
C: 0.07256 0.84400 -0.20011
H: -3.03889 0.67343 0.97597
H: 0.50619 -2.52466 -0.13269
H: 2.42969 1.19468 -0.08890
N: -0.56341 -0.35087 -0.03042
N: 1.59045 -0.67867 -0.13136
F: -0.66035 2.04134 -0.10206
S: -2.27709 -0.44447 -0.20108

***

This record from the OMol25 dataset describes 2 unconnected molecules or ions with the total composition C2H9N6 at a distorted geometry. The level of theory is ωB97M-V with the def2-TZVPD basis set.

Spin multiplicity ... 1
Frontier orbital gap ... 9.67 eV
Net charge ... +1

CARTESIAN COORDINATES (ANGSTROEM)
C: 1.66536 0.29566 0.33045
C: 2.41437 1.60212 0.38572
N: 1.08535 -0.67046 0.53351
N: 2.06708 2.35608 1.55043
N: -1.98716 -0.52618 -0.92071
N: -3.01465 0.00626 -1.50020
N: -0.84913 -2.40224 -0.22966
N: -1.99151 -1.79008 -0.95993
H: 3.43317 1.25112 0.71914
H: 2.52157 2.12807 -0.60650
H: -1.33418 -2.87201 0.47798
H: 1.57123 3.19062 1.67876
H: -3.16090 1.09377 -1.28394
H: -3.80827 -0.63584 -1.65795
H: -0.02756 -1.75574 0.02622
H: -0.35832 -3.04832 -0.83418
H: 1.77355 1.77718 2.29086

***

This record from the OMol25 dataset describes 5 unconnected molecules or ions with the total composition C46H71O2P. The level of theory is ωB97M-V with the def2-TZVPD basis set.

Spin multiplicity ... 1
Frontier orbital gap ... 9.55 eV
Net charge ... 0

CARTESIAN COORDINATES (ANGSTROEM)
C: 11.09250 -0.19994 1.45045
O: 11.54936 0.14843 0.16676
C: 10.64538 0.93798 -0.58135
C: 9.45656 0.15875 -1.17147
C: 8.07735 0.68957 -0.77462
C: 7.53517 0.12671 0.53598
C: 6.29680 0.87293 1.04398
C: 5.32092 0.00452 1.86092
C: 3.92102 -0.03517 1.25595
C: 2.92171 -0.89296 2.03425
C: 1.47256 -0.39961 1.94503
C: 0.45597 -1.53936 2.05695
C: 0.19781 -2.22586 0.71003
P: -0.82890 -1.17044 -0.41967
C: -2.54725 -1.72038 0.00674
C: -3.46916 -1.64716 -1.21515
C: -4.95906 -1.59181 -0.87987
C: -5.34011 -0.43782 0.05568
C: -6.76496 0.10089 -0.15348
C: -6.90022 1.61574 0.06267
C: -7.33799 2.08022 1.45484
C: -8.64977 1.51995 1.99870
C: -9.93138 2.12565 1.42887
O: -10.47963 1.32987 0.38759
C: -10.42763 1.89322 -0.90084
H: 11.96041 -0.47506 2.04818
H: 10.58539 0.64420 1.93386
H: 10.40239 -1.05207 1.42906
H: 10.28157 1.76701 0.04355
H: 11.25039 1.36674 -1.38049
H: 9.53608 0.15606 -2.26038
H: 9.56290 -0.88523 -0.85875
H: 7.36195 0.47022 -1.57287
H: 8.11487 1.78434 -0.70607
H: 7.29078 -0.93149 0.38661
H: 8.32490 0.14455 1.29329
H: 6.61771 1.73263 1.63836
H: 5.76996 1.29395 0.17980
H: 5.72920 -1.00948 1.92822
H: 5.24385 0.37433 2.88721
H: 3.54573 0.99277 1.19013
H: 3.98312 -0.39340 0.22176
H: 2.96357 -1.92299 1.66504
H: 3.22411 -0.93737 3.08550
H: 1.28318 0.34997 2.71715
H: 1.32769 0.11399 0.98855
H: 0.83085 -2.28577 2.76522
H: -0.48665 -1.17598 2.47811
H: 1.15133 -2.41878 0.20720
H: -0.28362 -3.19599 0.85349
H: -0.69061 -1.97990 -1.57641
H: -2.91964 -1.05738 0.79064
H: -2.53605 -2.73264 0.41936
H: -3.27018 -2.51988 -1.84343
H: -3.20899 -0.77125 -1.82200
H: -5.52000 -1.48868 -1.81327
H: -5.26997 -2.54762 -0.44562
H: -4.62341 0.38245 -0.07170
H: -5.22880 -0.76858 1.09255
H: -7.44673 -0.44053 0.50721
H: -7.09759 -0.14401 -1.16558
H: -7.56394 2.04735 -0.69233
H: -5.92407 2.07134 -0.12702
H: -6.53539 1.86452 2.16753
H: -7.42444 3.17223 1.43016
H: -8.65931 1.65282 3.08346
H: -8.73462 0.44579 1.82109
H: -9.75221 3.14441 1.06319
H: -10.68983 2.18683 2.21339
H: -10.56696 1.08421 -1.61740
H: -9.46755 2.37856 -1.10563
H: -11.22816 2.62794 -1.04913
C: 6.38787 -6.10510 2.20863
C: 5.11147 -5.56122 2.16760
C: 4.85845 -4.44107 1.38803
C: 5.88222 -3.86469 0.64797
C: 7.15915 -4.40744 0.69168
C: 7.41203 -5.52775 1.47117
H: 6.58499 -6.97884 2.81650
H: 4.31323 -6.00908 2.74571
H: 3.86336 -4.01582 1.36166
H: 5.69089 -2.98818 0.04052
H: 7.95863 -3.95611 0.11732
H: 8.40794 -5.95068 1.50385
C: 6.60830 3.02729 -5.81743
C: 6.12477 3.17537 -4.52450
C: 7.00073 3.13972 -3.44840
C: 8.35923 2.95661 -3.66662
C: 8.84325 2.80662 -4.95865
C: 7.96672 2.84260 -6.03466
H: 5.92523 3.05526 -6.65673
H: 5.06507 3.31803 -4.35559
H: 6.62494 3.25199 -2.43904
H: 9.04182 2.92617 -2.82601
H: 9.90265 2.66053 -5.12703
H: 8.34261 2.72595 -7.04307
C: -6.33389 5.68517 -2.30126
C: -5.85762 4.38194 -2.27639
C: -4.60128 4.11089 -1.75112
C: -3.82176 5.14337 -1.24868
C: -4.29916 6.44696 -1.27116
C: -5.55447 6.71794 -1.79738
H: -7.31299 5.89644 -2.71213
H: -6.46498 3.57494 -2.66681
H: -4.22820 3.09435 -1.73422
H: -2.84198 4.93141 -0.84007
H: -3.69145 7.25247 -0.87916
H: -5.92562 7.73468 -1.81564
C: -9.99659 -3.61314 1.44320
C: -9.50036 -4.90351 1.56909
C: -8.25602 -5.11633 2.14702
C: -7.50695 -4.03871 2.59954
C: -8.00443 -2.74867 2.47464
C: -9.24812 -2.53612 1.89748
H: -10.96532 -3.44492 0.99063
H: -10.08311 -5.74451 1.21542
H: -7.86942 -6.12284 2.24407
H: -6.53617 -4.20441 3.04938
H: -7.41992 -1.90617 2.82536
H: -9.63597 -1.53044 1.79558

***

no.,HOMO energy (eV)
1,-13.33
2,-9.22
3,-12.78
4,-8.78